# 1
A molecular structure, C30H20BrCl2LuN5O5. Source: OMol25; level of theory: ωB97M-V/def2-TZVPD.

CARTESIAN COORDINATES (ANGSTROEM)
Lu 0.061 1.966 -0.212
Br 3.800 -4.831 6.335
C 2.053 -4.566 5.678
C 0.989 -4.526 6.562
C -0.299 -4.379 6.065
C -0.505 -4.201 4.708
C 0.569 -4.242 3.829
C 1.851 -4.443 4.310
N -1.883 -4.173 4.250
N -2.237 -3.403 3.346
C -1.439 -2.253 2.962
C -0.779 -1.436 3.834
C -0.215 -0.213 3.412
C -0.296 0.185 2.108
O 0.248 1.322 1.649
C -0.978 -0.651 1.180
N -1.012 -0.242 -0.138
C -1.615 -1.021 -1.012
C -2.259 -2.219 -0.666
C -2.241 -2.630 0.635
C -1.569 -1.850 1.606
H 1.162 -4.625 7.624
H -1.153 -4.388 6.731
H 0.400 -4.151 2.764
H 2.689 -4.504 3.631
H -0.709 -1.712 4.877
H 0.291 0.431 4.119
H -1.604 -0.698 -2.046
H -2.757 -2.793 -1.434
H -2.732 -3.543 0.944
O -3.080 1.653 -7.912
C -3.395 1.422 -6.623
O -4.527 1.214 -6.304
C -2.276 1.440 -5.613
C -0.931 1.314 -5.940
C 0.040 1.307 -4.951
C -0.328 1.445 -3.620
C -1.672 1.545 -3.293
C -2.641 1.540 -4.278
N 0.619 1.476 -2.534
C 1.851 1.666 -2.768
C 2.839 1.750 -1.675
C 4.165 1.994 -1.946
C 5.049 2.156 -0.881
C 4.567 2.048 0.406
C 3.218 1.768 0.592
N 2.374 1.615 -0.422
H -2.147 1.870 -8.021
H -0.609 1.183 -6.966
H 1.071 1.164 -5.243
H -1.976 1.651 -2.259
H -3.692 1.608 -4.032
H 2.235 1.814 -3.774
H 4.503 2.073 -2.971
H 6.094 2.371 -1.064
H 5.211 2.180 1.264
H 2.793 1.660 1.582
Cl -0.632 4.288 2.217
C -1.451 4.365 0.656
Cl -2.453 2.836 0.472
C -0.428 4.211 -0.534
O -0.890 3.958 -1.643
O 0.780 3.984 -0.184
H -2.111 5.221 0.612

Results
HOMO energy in eV: -10.24
Gap between HOMO and LUMO in eV: 5.93
Net charge: +1
E in eV: -177828.0149
Spin multiplicity: 1
Energy relative to the best compared isomer or geometry (same formula, charge and spin) in kJ/mol: 0.00

# 2
A molecular structure, C30H21BBr3F8InN3OP. Source: OMol25; level of theory: ωB97M-V/def2-TZVPD.

CARTESIAN COORDINATES (ANGSTROEM)
In 0.709 -1.964 -0.988
Br 3.209 -3.890 -2.802
C 2.965 -5.653 -2.089
Br 1.352 -5.799 -1.042
H 3.807 -5.864 -1.442
H 2.881 -6.347 -2.914
C 3.945 1.397 2.738
C 4.424 2.011 1.585
C 3.942 1.638 0.345
C 2.966 0.647 0.261
C 2.490 0.031 1.409
C 2.981 0.407 2.649
N 2.425 0.203 -0.983
N 2.770 0.861 -1.971
C 2.188 0.420 -3.201
C 2.505 1.143 -4.340
C 1.918 0.758 -5.535
C 1.048 -0.319 -5.545
C 0.804 -0.981 -4.349
N 1.367 -0.618 -3.205
H 4.348 1.679 3.702
H 5.192 2.770 1.655
H 4.322 2.091 -0.559
H 1.778 -0.780 1.347
H 2.636 -0.113 3.532
H 3.188 1.977 -4.269
H 2.139 1.294 -6.449
H 0.570 -0.649 -6.457
H 0.144 -1.842 -4.305
F -4.502 -2.539 4.853
C -3.846 -1.926 3.881
C -4.187 -0.652 3.491
F -5.175 0.005 4.084
C -3.466 -0.069 2.471
F -3.833 1.192 2.194
C -2.416 -0.670 1.761
P -1.877 0.470 0.363
C -3.429 0.831 -0.475
C -4.049 2.077 -0.450
C -5.187 2.295 -1.211
C -5.710 1.269 -1.985
C -5.091 0.027 -2.016
C -3.942 -0.191 -1.271
C -1.165 1.892 1.198
C -0.863 2.994 0.396
C -0.177 4.072 0.931
C 0.228 4.045 2.259
C -0.054 2.944 3.052
C -0.754 1.869 2.525
C -2.050 -1.934 2.231
Br -0.559 -3.002 1.756
C -2.777 -2.538 3.255
F -2.462 -3.752 3.701
H -3.645 2.869 0.166
H -5.670 3.263 -1.193
H -6.604 1.438 -2.571
H -5.497 -0.769 -2.625
H -3.439 -1.150 -1.314
H -1.143 2.998 -0.651
H 0.054 4.926 0.308
H 0.776 4.881 2.673
H 0.281 2.913 4.080
H -0.954 1.006 3.148
F 4.871 -2.242 0.634
B 3.857 -3.121 0.993
F 2.664 -2.749 0.220
F 4.169 -4.433 0.659
F 3.510 -2.992 2.338
O -0.896 -0.057 -0.636

Results
HOMO energy in eV: -7.60
Gap between HOMO and LUMO in eV: 6.70
E in eV: -284980.8764
Spin multiplicity: 1
Energy relative to the best compared isomer or geometry (same formula, charge and spin) in kJ/mol: 95.93

# 3
A molecular structure, C30H21F5N3O2PPtSe. Source: OMol25; level of theory: ωB97M-V/def2-TZVPD.

CARTESIAN COORDINATES (ANGSTROEM)
Pt -0.530 -0.053 0.204
O 0.677 2.470 -6.009
C 0.226 1.326 -5.814
O -0.050 0.400 -6.597
C 0.031 0.977 -4.329
C -0.500 -0.244 -3.964
C -0.651 -0.569 -2.614
N -0.246 0.353 -1.697
C 0.269 1.571 -2.018
C 0.402 1.904 -3.339
C 0.629 2.360 -0.849
C 1.348 3.553 -0.909
C 1.668 4.220 0.250
C 1.271 3.688 1.478
C 0.578 2.505 1.495
N 0.259 1.844 0.364
C -1.156 -1.765 -2.022
C -1.502 -2.925 -2.736
C -1.935 -4.037 -2.075
C -2.030 -4.016 -0.661
C -1.691 -2.879 0.008
N -1.261 -1.762 -0.632
H -0.774 -0.920 -4.765
H 0.791 2.858 -3.676
H 1.649 3.930 -1.876
H 2.228 5.145 0.208
H 1.499 4.183 2.411
H 0.253 2.042 2.417
H -1.399 -2.919 -3.813
H -2.206 -4.927 -2.628
H -2.370 -4.877 -0.104
H -1.762 -2.801 1.083
C 3.229 -0.491 1.362
P 1.715 -1.169 0.618
C 1.602 -2.861 1.243
C 2.192 -1.381 -1.114
C 1.875 -2.544 -1.811
C 2.186 -2.657 -3.160
C 2.796 -1.605 -3.825
C 3.098 -0.434 -3.140
C 2.797 -0.321 -1.794
H 3.399 0.532 1.032
H 4.067 -1.121 1.061
H 3.129 -0.485 2.448
H 2.473 -3.424 0.905
H 0.688 -3.341 0.900
H 1.576 -2.833 2.333
H 1.375 -3.367 -1.314
H 1.934 -3.564 -3.694
H 3.029 -1.689 -4.878
H 3.554 0.397 -3.664
H 3.017 0.608 -1.278
F -6.032 2.202 4.021
C -4.887 1.616 3.684
C -3.702 2.026 4.263
F -3.709 3.016 5.155
C -2.519 1.404 3.909
F -1.398 1.843 4.497
C -2.477 0.374 2.982
Se -0.845 -0.548 2.608
C -3.681 -0.002 2.407
F -3.722 -0.978 1.494
C -4.879 0.598 2.748
F -6.023 0.202 2.195

Results
HOMO energy (spin up / spin down) in eV: -5.80 / -7.76
Gap between HOMO and LUMO (spin up / spin down) in eV: 4.60 / 5.21
E in eV: -131484.7376
Spin multiplicity: 3
Expectation value of S²: 2.03
Energy relative to the best compared isomer or geometry (same formula, charge and spin) in kJ/mol: 40.55

Number 1: molecular weight 856.30 Da. Number 2: molecular weight 987.82 Da. Number 3: molecular weight 855.52 Da.